[1]
C42H77BClFNO21P2 | ωB97M-V/def2-TZVPD

```
! wB97M-V def2-TZVPD RIJCOSX def2/J DEFGRID3
* xyz 1 1
C 0.04 -4.26 5.14
C -1.10 -3.24 5.19
O -0.91 -2.18 4.25
C -0.87 -0.90 4.81
C -0.63 0.17 3.79
O 0.70 0.39 3.31
C 1.49 -0.20 2.34
C 2.69 -0.84 3.10
O 2.20 -1.66 4.12
C 2.68 -1.31 5.40
C 0.83 -1.18 1.26
Cl 1.16 -2.89 1.65
O -0.48 -0.88 1.18
C -1.46 -1.89 0.86
C -2.84 -1.23 0.75
C -3.52 -1.50 -0.61
C -3.75 -1.72 1.89
C -4.91 -0.77 2.23
C -4.40 0.61 2.65
C -5.71 -1.39 3.38
O 1.49 -1.06 0.02
C 1.42 0.18 -0.70
O 2.69 0.29 -1.34
B 0.32 0.06 -1.91
O -1.00 -0.08 -1.59
O 0.73 0.07 -3.21
C 1.34 -1.09 -3.79
C 0.54 -2.36 -3.55
C 1.30 1.41 0.25
C -0.08 2.10 0.36
C -0.05 3.61 0.24
F -0.78 1.77 1.52
N 2.04 1.07 1.56
C 3.52 0.90 1.25
P 1.78 2.50 2.75
P 3.24 3.93 1.91
O 3.20 3.95 0.44
O 4.72 3.72 2.47
O 2.72 5.25 2.65
H -0.33 -5.27 4.93
H 0.60 -4.30 6.07
H 0.73 -3.99 4.35
H -1.19 -2.82 6.19
H -2.06 -3.71 4.97
H -1.85 -0.64 5.24
H -0.14 -0.84 5.63
H -1.35 0.12 2.98
H -0.85 1.12 4.30
H 3.25 -0.02 3.56
H 3.34 -1.41 2.44
H 3.77 -1.39 5.45
H 2.23 -2.01 6.10
H 2.38 -0.29 5.67
H -1.45 -2.61 1.68
H -1.18 -2.40 -0.07
H -2.71 -0.16 0.86
H -2.85 -1.95 -1.34
H -3.87 -0.57 -1.07
H -4.41 -2.13 -0.50
H -4.16 -2.69 1.62
H -3.16 -1.88 2.81
H -5.56 -0.67 1.36
H -4.24 1.29 1.81
H -5.11 1.09 3.33
H -3.46 0.51 3.21
H -6.69 -0.92 3.49
H -5.86 -2.46 3.25
H -5.17 -1.25 4.32
H 3.17 -0.52 -1.17
H -1.58 0.30 -2.27
H 1.44 -0.88 -4.86
H 2.35 -1.20 -3.40
H -0.53 -2.16 -3.55
H 0.75 -3.11 -4.31
H 0.79 -2.80 -2.58
H 1.94 2.15 -0.23
H -0.69 1.72 -0.45
H -1.03 3.94 -0.09
H 0.14 4.11 1.19
H 0.66 3.93 -0.53
H 4.10 1.08 2.14
H 3.79 1.63 0.50
H 3.70 -0.09 0.85
H 2.51 2.06 3.87
H 4.76 3.35 3.37
H 3.44 5.78 3.03
O -4.90 7.59 3.51
C -3.96 7.04 3.02
O -3.73 5.71 3.21
C -2.49 5.33 2.61
C -2.21 6.39 1.54
C -2.85 7.63 2.17
H -1.72 5.31 3.39
H -2.59 4.33 2.20
H -1.15 6.50 1.32
H -2.73 6.14 0.62
H -2.17 8.17 2.83
H -3.27 8.33 1.45
O -0.99 -5.06 -5.57
C 0.03 -5.49 -6.00
O 1.22 -5.22 -5.40
C 2.31 -5.77 -6.17
C 1.68 -6.89 -6.99
C 0.27 -6.36 -7.22
H 2.72 -4.98 -6.79
H 3.07 -6.12 -5.47
H 2.23 -7.10 -7.91
H 1.64 -7.81 -6.40
H 0.20 -5.73 -8.10
H -0.49 -7.14 -7.29
O -0.67 5.98 -2.66
C 0.26 5.43 -3.16
O 0.48 4.10 -2.98
C 1.73 3.70 -3.58
C 2.01 4.76 -4.64
C 1.37 6.00 -4.02
H 2.50 3.69 -2.80
H 1.61 2.69 -3.98
H 3.07 4.86 -4.87
H 1.49 4.50 -5.57
H 2.07 6.53 -3.36
H 0.96 6.71 -4.74
O -0.67 -7.69 -10.43
C -0.02 -6.87 -11.01
O 1.34 -6.89 -11.00
C 1.86 -5.73 -11.68
C 0.73 -5.26 -12.59
C -0.51 -5.67 -11.79
H 2.12 -4.98 -10.92
H 2.76 -6.03 -12.21
H 0.79 -4.20 -12.82
H 0.76 -5.81 -13.53
H -0.81 -4.90 -11.08
H -1.36 -5.94 -12.41
O 2.17 2.08 6.19
C 1.39 2.26 7.08
O 0.09 1.92 6.95
C -0.66 2.33 8.12
C 0.38 2.44 9.23
C 1.62 2.87 8.45
H -1.14 3.28 7.89
H -1.43 1.58 8.30
H 0.08 3.14 10.01
H 0.54 1.47 9.68
H 1.69 3.95 8.32
H 2.56 2.50 8.87
*
```

Results
**E_LUMO**: -2.2155 eV
**Gap between HOMO and LUMO**: 9.3344 eV
**Highest occupied orbital energy**: -11.550 eV
**Calculated total energy**: -123781.858 eV



[2]
ClO4 | ωB97M-V/def2-TZVPD

```
! wB97M-V def2-TZVPD RIJCOSX def2/J DEFGRID3
* xyz 0 2
Cl -0.05 -0.01 -0.03
O 0.25 -1.43 -0.22
O -0.32 0.15 1.35
O 1.12 0.86 -0.12
O -1.00 0.44 -0.98
*
```

Results
**E_LUMO (alpha / beta)**: 0.8553 / -5.2161 eV
**Gap between HOMO and LUMO (alpha / beta)**: 13.4706 / 7.2192 eV
**Highest occupied orbital energy (alpha / beta)**: -12.615 / -12.435 eV
**Calculated total energy**: -20701.518 eV



[3]
C10H26AgBr2N2O3 | ωB97M-V/def2-TZVPD

```
! wB97M-V def2-TZVPD RIJCOSX def2/J DEFGRID3
* xyz 0 2
Ag 1.01 -0.59 0.55
Br 3.20 0.38 1.84
Br 0.44 -2.51 2.30
C 2.32 0.46 -3.65
C 1.74 -0.26 -2.45
C 2.48 -1.57 -2.21
O 2.05 -2.19 -1.04
C 2.43 -3.55 -0.97
N 1.69 0.62 -1.24
H 3.32 0.85 -3.45
H 1.67 1.28 -3.97
H 2.39 -0.18 -4.53
H 0.69 -0.50 -2.67
H 3.56 -1.39 -2.13
H 2.26 -2.20 -3.08
H 2.08 -4.11 -1.84
H 2.00 -3.95 -0.05
H 3.53 -3.64 -0.91
H 2.55 1.17 -1.23
H 0.98 1.33 -1.42
C -3.34 3.61 3.15
O -2.44 2.76 2.47
C -1.26 2.54 3.20
C -0.43 1.40 2.60
N -0.75 1.01 1.21
C -1.98 0.19 1.09
C -2.11 -0.41 -0.30
O -0.97 -1.18 -0.66
C -1.29 -2.31 -1.46
H -2.87 4.57 3.43
H -3.71 3.13 4.06
H -4.14 3.87 2.45
H -1.47 2.31 4.25
H -0.65 3.46 3.23
H -0.51 0.51 3.23
H 0.63 1.65 2.60
H -0.95 1.91 0.78
H -2.88 0.74 1.36
H -1.89 -0.63 1.80
H -2.31 0.35 -1.07
H -3.00 -1.06 -0.30
H -2.17 -2.14 -2.08
H -1.47 -3.18 -0.82
H -0.42 -2.53 -2.08
*
```

Results
**E_LUMO (alpha / beta)**: 0.3387 / -2.0660 eV
**Gap between HOMO and LUMO (alpha / beta)**: 8.5538 / 6.1690 eV
**Highest occupied orbital energy (alpha / beta)**: -8.215 / -8.235 eV
**Calculated total energy**: -163997.784 eV



[4]
C14H44O8 | ωB97M-V/def2-TZVPD

```
! wB97M-V def2-TZVPD RIJCOSX def2/J DEFGRID3
* xyz 0 1
C -3.44 2.42 -1.54
C -2.61 2.86 -0.35
O -2.70 1.86 0.63
H -4.43 2.15 -1.16
H -3.05 1.57 -2.09
H -3.51 3.18 -2.32
H -2.95 3.81 0.05
H -1.60 2.97 -0.73
H -2.45 2.22 1.48
C 3.43 -1.56 -0.55
C 2.66 -2.38 -1.59
O 3.36 -2.34 -2.76
H 3.29 -0.50 -0.78
H 4.52 -1.67 -0.53
H 3.04 -1.77 0.45
H 1.63 -2.08 -1.78
H 2.60 -3.42 -1.25
H 2.93 -2.97 -3.35
C 1.43 3.73 -0.37
C 2.43 2.97 -1.25
O 1.67 2.15 -2.19
H 1.96 4.25 0.42
H 0.69 3.02 -0.02
H 0.92 4.52 -0.93
H 3.02 2.36 -0.57
H 3.08 3.74 -1.69
H 2.28 1.54 -2.60
C 0.10 -4.81 2.27
C -0.44 -3.45 1.76
O -0.32 -3.24 0.36
H 1.06 -4.98 1.77
H -0.62 -5.56 1.95
H 0.21 -4.89 3.35
H -0.02 -2.61 2.30
H -1.50 -3.38 2.02
H -0.49 -2.31 0.19
C -4.76 -1.07 -0.48
C -4.07 -2.42 -0.71
O -5.02 -3.42 -0.96
H -5.36 -0.76 -1.34
H -4.07 -0.27 -0.23
H -5.41 -1.17 0.39
H -3.42 -2.74 0.10
H -3.46 -2.29 -1.60
H -4.57 -4.27 -0.99
C 2.89 1.28 3.33
C 2.85 2.82 3.25
O 3.82 3.22 2.29
H 2.20 0.99 4.12
H 3.91 0.94 3.54
H 2.58 0.78 2.42
H 3.13 3.23 4.22
H 1.91 3.32 3.05
H 3.85 4.17 2.22
C -0.46 0.09 -2.87
O -1.14 -1.07 -2.42
H -0.94 0.54 -3.74
H -0.52 0.89 -2.13
H 0.59 -0.10 -3.11
H -1.21 -1.00 -1.47
C 0.44 0.12 0.78
O -0.85 -0.32 0.54
H 0.41 0.92 1.52
H 0.99 -0.71 1.21
H 0.99 0.43 -0.11
H -1.46 0.42 0.55
*
```

Results
**E_LUMO**: 0.2208 eV
**Gap between HOMO and LUMO**: 9.8987 eV
**Highest occupied orbital energy**: -9.678 eV
**Calculated total energy**: -31608.777 eV
**SMILES**: CCO.CCO.CCO.CCO.CCO.CCO.CO.CO



[5]
C4H6N2 | ωB97M-V/def2-TZVPD

```
! wB97M-V def2-TZVPD RIJCOSX def2/J DEFGRID3
* xyz 0 1
N -2.05 -0.16 -0.03
C -0.63 -0.05 -0.07
C 0.17 1.04 -0.02
C 1.55 0.64 0.00
C 1.52 -0.73 -0.03
N 0.20 -1.13 -0.05
H -2.50 0.00 0.93
H -2.64 0.44 -0.67
H -0.23 2.07 -0.12
H 2.36 1.34 0.11
H 2.40 -1.42 -0.05
H -0.16 -2.04 0.00
*
```

Results
**E_LUMO**: 1.0635 eV
**Gap between HOMO and LUMO**: 9.1784 eV
**Highest occupied orbital energy**: -8.115 eV
**Calculated total energy**: -7224.906 eV
**SMILES**: Nc1ccc[nH]1



[6]
CH10O3S | ωB97M-V/def2-TZVPD

```
! wB97M-V def2-TZVPD RIJCOSX def2/J DEFGRID3
* xyz 0 1
C 0.87 -0.97 -0.90
S 0.82 0.50 -2.03
H 0.36 -0.75 0.03
H 1.94 -1.19 -0.81
H 0.40 -1.80 -1.41
H 0.07 -0.09 -2.96
O -1.60 -2.08 2.01
H -0.83 -2.42 1.55
H -1.51 -1.12 1.98
O -1.96 0.74 0.47
H -1.92 0.42 -0.44
H -2.03 1.70 0.37
O 1.50 2.58 0.85
H 1.62 1.62 0.93
H 2.27 2.86 0.34
*
```

Results
**E_LUMO**: 0.4325 eV
**Gap between HOMO and LUMO**: 9.9369 eV
**Highest occupied orbital energy**: -9.504 eV
**Calculated total energy**: -18176.621 eV
**SMILES**: CS.O.O.O